Here is a structure of composition C23H52OP4Pt at a distorted geometry from the OMol25 dataset. Energies are from wB97M-V/def2-TZVPD.

The geometry in XYZ format:
```
81
Properties=species:S:1:pos:R:3:forces:R:3:lowdin_spin:R:1
Pt -0.3888 -0.6171 -0.8845 0.60 1.73 2.46 0.91
P -0.0073 -2.4044 -2.1174 0.57 -1.41 0.97 0.25
P 2.1126 0.0379 -0.5005 2.59 0.48 0.71 0.32
P -2.4380 0.2858 -1.5541 -1.69 1.03 0.05 0.25
H 1.1899 3.1689 -0.8112 -0.33 0.24 -0.09 0.00
C 0.1945 3.3138 -0.4058 0.09 -0.51 -0.03 0.02
C -0.1017 2.9836 0.8476 -0.21 -1.38 -0.08 0.02
H 0.5888 2.3690 1.4651 -0.28 1.13 -0.21 0.00
C 1.1097 -2.1967 -3.4852 -0.11 0.04 -0.74 0.05
C 0.9567 -3.5041 -1.0635 -0.09 -0.38 -0.15 0.06
C -1.5765 -3.2383 -2.3905 0.02 -0.33 -0.48 0.05
C 2.9145 1.5208 0.2892 -0.68 0.51 0.07 0.05
C 2.7514 -1.1844 0.7243 -0.69 -0.24 0.21 0.06
C 3.3747 -0.2704 -1.8321 -0.73 -0.05 -0.72 0.04
C -2.9269 1.8877 -0.8260 0.10 0.21 -0.24 0.05
C -3.7089 -0.7995 -0.8409 0.40 -0.34 0.25 0.05
C -2.8968 0.2301 -3.3235 0.68 0.45 -0.34 0.04
H -0.5486 3.6452 -1.1194 0.13 0.63 0.20 0.00
H -1.1246 3.0655 1.2261 0.41 0.29 -0.02 0.00
H 0.6981 -1.5669 -4.2645 -0.25 -0.44 0.20 0.00
H 1.2920 -3.1822 -3.9072 0.09 -0.26 -0.11 0.01
H 2.0725 -1.7625 -3.1697 -0.63 -0.30 0.06 0.00
H 0.6770 -4.4905 -1.4386 0.38 -0.36 0.29 0.01
H 0.7083 -3.4204 -0.0013 0.05 -0.21 -0.32 0.01
H 2.0256 -3.3243 -1.2349 -0.28 -0.18 0.13 0.00
H -1.2877 -4.1640 -2.8953 -0.41 -0.19 -0.10 0.01
H -2.2827 -2.6769 -3.0167 0.28 -0.27 0.17 0.00
H -2.0417 -3.4934 -1.4199 0.35 0.13 -0.42 0.00
H 3.9950 1.4733 0.0893 -0.37 -0.23 0.06 0.01
H 2.7503 1.5020 1.3739 0.01 -0.02 -0.33 0.00
H 2.5464 2.4742 -0.0917 0.30 -0.27 0.10 0.00
H 3.7945 -1.4163 0.4742 -0.20 0.17 -0.03 0.01
H 2.1777 -2.1100 0.7107 0.21 -0.01 0.15 0.00
H 2.7116 -0.7447 1.7251 0.00 -0.13 -0.20 0.00
H 4.2963 0.2779 -1.5980 -0.37 -0.09 0.12 0.01
H 3.0018 0.0816 -2.7985 0.25 -0.04 0.10 0.00
H 3.6235 -1.3375 -1.8803 -0.13 0.23 -0.03 0.00
H -3.9046 2.1905 -1.2417 0.31 -0.17 0.15 0.01
H -2.1924 2.6850 -0.9896 -0.33 -0.35 -0.06 0.00
H -3.0228 1.7309 0.2583 -0.01 0.15 -0.46 0.00
H -4.6719 -0.4662 -1.2372 0.02 0.00 0.00 0.01
H -3.7163 -0.7038 0.2500 -0.12 -0.13 -0.33 0.00
H -3.5335 -1.8376 -1.1297 -0.25 0.09 0.09 0.00
H -3.9650 0.4623 -3.4389 0.21 -0.08 0.19 0.01
H -2.6968 -0.7614 -3.7508 -0.11 0.25 0.14 0.00
H -2.3268 0.9769 -3.9076 -0.41 -0.42 0.34 0.00
C 0.1905 1.1329 -4.5107 0.56 -0.20 0.71 0.26
C 0.7966 0.2638 -5.4438 0.33 0.07 -1.46 0.07
C 0.4964 0.3397 -6.8019 1.73 -1.36 1.47 0.09
C -0.2603 1.4058 -7.2946 -0.16 -0.38 -1.15 0.30
C -0.8844 2.2674 -6.3969 -0.14 0.62 2.33 0.07
C -0.6739 2.1554 -5.0164 -0.44 0.44 -0.66 0.09
O 0.5447 0.9534 -3.1768 -2.49 -0.69 -0.89 0.16
H -0.2006 0.3737 -2.5866 1.93 2.02 -1.80 0.06
H 1.5488 -0.4185 -5.0655 -0.08 0.30 -0.50 0.00
H 0.9714 -0.3973 -7.4604 -0.28 0.46 0.06 0.00
H -0.3390 1.5320 -8.3842 -0.08 0.12 0.53 0.01
H -1.5182 3.0388 -6.7780 -0.30 0.45 -0.07 0.00
H -1.1568 2.8310 -4.3034 0.20 -0.07 -0.41 0.00
C 0.8147 0.2835 3.7051 0.12 0.21 0.02 0.00
C 0.2421 -0.9819 3.0782 1.03 -0.15 -0.71 0.06
P -0.9166 -0.8639 1.6257 -0.99 -0.76 2.54 0.33
C -1.7160 -2.5173 1.6250 0.05 -0.23 -0.84 0.04
C -2.1469 -3.1409 2.9555 -0.11 0.00 0.40 0.02
C -2.1210 0.3300 2.3664 -0.16 0.78 -1.23 0.05
C -2.6837 0.1083 3.7692 -0.25 -0.39 0.73 0.02
H 1.3713 0.9034 2.9967 -0.04 -0.06 0.06 0.00
H 1.5166 -0.0096 4.4976 -0.18 0.04 -0.20 0.00
H 0.0549 0.9102 4.1782 0.05 -0.08 -0.13 0.00
H 1.0487 -1.6543 2.7695 -0.09 -0.04 0.21 0.00
H -0.3316 -1.5246 3.8364 -0.24 -0.01 -0.32 0.01
H -2.5711 -2.4510 0.9418 0.06 0.03 0.14 0.00
H -1.0099 -3.1871 1.1213 -0.02 -0.02 0.10 0.00
H -2.8775 -2.5215 3.4877 0.27 -0.29 -0.16 0.00
H -2.6206 -4.1099 2.7466 0.14 0.27 0.01 0.00
H -1.2908 -3.3310 3.6109 -0.23 -0.02 -0.12 0.00
H -1.5978 1.2928 2.3469 -0.03 -0.11 -0.06 0.00
H -2.9555 0.4217 1.6626 0.12 0.06 0.25 0.00
H -1.9330 -0.1409 4.5260 -0.11 0.04 -0.22 0.00
H -3.1594 1.0425 4.1051 0.21 -0.18 -0.27 0.00
H -3.4667 -0.6568 3.8046 0.24 0.21 -0.11 0.00
```
Forces are in eV/Å.

2S+1: 5
net charge: +4
F_max: 3.33 eV Å⁻¹
energy relative to the best compared isomer or geometry (same formula, charge and spin): 29.9 kcal per mole
energy: -67099.4403 eV

---

Here is a cluster of 2 separate species, C22H42FIN3O8 in total at a distorted geometry from the OMol25 dataset. Energies are from wB97M-V/def2-TZVPD.

The geometry in XYZ format:
```
77
Properties=species:S:1:pos:R:3:forces:R:3:mulliken_charge:R:1
C -0.7728 -1.4821 3.0265 -0.14 -0.16 -0.10 -0.74
C -1.4298 -2.7348 2.4413 0.32 0.06 -0.18 0.37
O -1.8205 -3.6554 3.4385 0.03 -0.09 0.00 -0.59
C -0.4638 -3.4938 1.5194 -0.46 0.33 -0.11 -1.07
N -0.6242 -3.0266 0.1390 0.46 0.74 0.45 -0.08
C 0.5454 -3.1678 -0.7262 -0.56 -0.13 -0.41 -1.09
C 0.3814 -2.2033 -1.8801 0.09 -0.89 -0.42 -0.50
O 0.9425 -0.9219 -1.5789 -0.13 0.45 0.01 -0.17
N -0.0259 -0.1459 -0.9133 -0.12 -0.21 0.10 0.62
C -1.0198 0.5070 -1.8599 -0.44 0.37 -0.73 0.07
C -0.5493 0.5804 -3.3085 0.21 0.23 0.17 -1.21
C 0.6993 1.4049 -3.6060 0.05 -0.54 -0.76 0.01
C 1.0851 1.2438 -5.0905 0.22 -0.04 0.47 -1.32
I 0.5121 2.9138 -6.2799 -0.12 -0.13 -0.07 0.03
C -1.5064 1.8258 -1.2720 0.10 -0.26 0.63 -1.63
C -1.7426 1.6252 0.2297 0.16 -0.01 -0.31 0.11
C -2.6116 2.7046 0.8591 -0.33 -0.06 0.42 -0.95
C -3.1010 2.2026 2.2127 -1.02 -1.37 0.36 0.21
O -3.6894 1.1230 2.3085 1.31 1.74 -0.15 -0.60
N -2.8065 3.0347 3.3508 -0.04 -0.66 -0.19 0.11
C -2.3026 2.2167 4.4633 -0.11 -0.04 0.29 -0.83
C -4.0335 3.7330 3.7591 -0.08 -0.03 -0.10 -1.01
C -0.4018 1.3866 0.9755 -0.47 -0.07 -0.27 2.88
C 0.1477 2.6029 1.6981 0.32 0.18 0.42 -1.33
C 1.4225 2.3414 2.4950 0.15 -0.27 -0.05 -0.92
O 1.3334 1.1052 3.2137 -0.45 0.16 -0.22 -0.48
C 0.6473 0.7849 0.0354 0.62 0.24 0.69 -2.02
O 1.3770 1.7173 -0.6843 -0.50 0.26 -0.18 -0.42
H -1.4737 -0.6578 3.1424 -0.16 -0.05 0.19 0.15
H 0.0283 -1.1181 2.3837 0.11 -0.09 0.00 -0.01
H -0.3435 -1.7306 3.9942 0.14 0.05 0.08 0.48
H -2.2881 -2.4220 1.8409 -0.20 -0.12 -0.07 0.19
H -2.3389 -3.2016 4.1048 -0.15 0.08 0.16 0.36
H -0.6495 -4.5609 1.6274 0.12 -0.15 0.03 0.45
H 0.5535 -3.2520 1.8131 0.20 -0.27 0.14 0.42
H -1.4310 -3.4551 -0.2907 -0.13 -0.08 -0.03 0.23
H 1.4464 -2.9132 -0.1764 0.12 -0.07 0.11 0.30
H 0.6579 -4.1703 -1.1473 0.12 -0.17 0.14 0.46
H 0.8589 -2.5516 -2.7925 0.32 0.21 0.04 0.61
H -0.6821 -2.1220 -2.1065 -0.07 0.20 -0.11 0.38
H -0.5492 -0.8130 -0.3231 -0.06 -0.23 0.19 0.42
H -1.8886 -0.1513 -1.8555 0.05 -0.23 0.16 0.15
H -1.3795 1.0124 -3.8687 -0.19 0.00 0.02 0.40
H -0.4242 -0.4274 -3.6991 0.10 -0.09 -0.03 0.54
H 1.5366 1.0183 -3.0354 0.03 0.13 0.22 0.06
H 0.5431 2.4548 -3.3893 0.10 0.11 0.29 0.33
H 0.6688 0.3324 -5.5047 -0.20 0.07 -0.24 0.51
H 2.1599 1.1501 -5.1891 0.09 0.19 -0.11 0.54
H -0.8036 2.6334 -1.4580 -0.04 0.15 -0.14 0.42
H -2.4676 2.0221 -1.7365 0.01 0.27 -0.25 0.76
H -2.3243 0.7029 0.3136 -0.12 -0.08 0.09 0.37
H -2.1022 3.6553 0.9724 0.07 0.08 -0.02 0.32
H -3.4987 2.8674 0.2486 -0.06 -0.06 -0.17 0.61
H -3.1043 1.8045 5.0786 -0.14 -0.09 -0.04 0.34
H -1.6754 2.8255 5.1099 0.05 0.16 -0.01 0.36
H -1.7097 1.3779 4.1073 0.12 0.06 -0.13 0.16
H -3.8084 4.4078 4.5776 0.09 0.21 -0.03 0.36
H -4.4539 4.2797 2.9189 0.06 0.23 -0.03 0.34
H -4.7945 3.0278 4.1061 -0.01 -0.12 0.01 0.39
H -0.5848 0.6242 1.7341 0.03 0.14 -0.05 -1.23
H 0.3411 3.4345 1.0223 0.00 0.04 -0.17 0.38
H -0.5913 2.9578 2.4123 -0.20 -0.03 -0.03 0.54
H 2.2989 2.3234 1.8448 0.08 0.02 -0.09 0.30
H 1.5751 3.1441 3.2120 0.01 0.17 0.01 0.46
H 2.1400 0.6142 3.0818 0.34 -0.14 0.18 0.30
H 1.3119 0.1624 0.6340 0.03 -0.23 -0.09 0.86
H 2.3094 1.6427 -0.4899 0.30 -0.12 -0.04 0.49
C 4.7118 -3.8696 -2.5719 -0.06 -0.12 0.11 -0.42
C 5.5839 -2.8102 -3.2108 0.08 -0.12 -0.18 0.29
O 4.7729 -2.3552 -4.2871 -0.08 0.13 0.23 -0.33
C 3.4794 -2.5656 -3.9498 0.12 0.00 0.02 0.67
O 2.5414 -2.0820 -4.4894 -0.17 0.06 -0.10 -0.47
O 3.3936 -3.3853 -2.8744 0.13 -0.06 0.13 -0.30
F 6.7336 -3.3172 -3.6974 -0.08 0.01 -0.05 -0.28
H 4.8573 -4.8419 -3.0426 0.10 0.04 -0.08 0.28
H 4.8548 -3.9603 -1.4988 -0.17 0.10 0.01 0.30
H 5.8162 -1.9637 -2.5620 0.10 0.00 -0.03 0.26
```
Forces are in eV/Å.

2S+1: 1
net charge: +1
F_max: 2.18 eV Å⁻¹
energy relative to the best compared isomer or geometry (same formula, charge and spin): 12.2 kcal per mole
energy: -55155.6946 eV